Record 1
ORCA calculation (ωB97M-V/def2-TZVPD) on a molecular structure, C22H49CrN6O6P.

The geometry in ORCA input format:
```
! RIJCOSX wB97M-V def2-TZVPD def2/J DEFGRID3
* xyz 2 5
Cr -0.60345 -1.11993 0.80372
C 4.38432 -1.14412 -2.46826
C 2.85946 -1.03751 -2.46201
C 2.35927 0.31768 -3.01154
C 2.23060 1.57600 -2.12481
C 1.90369 2.75551 -3.03750
C 3.44004 1.90225 -1.26340
N 1.03364 1.32248 -1.20510
C 0.39204 2.47264 -0.52028
C -0.77848 2.10163 0.41438
N -1.64506 0.91060 0.15990
C -2.57216 0.86252 1.33830
C -3.04134 -0.50994 1.83238
O -3.83138 -0.55885 2.75459
O -2.49812 -1.56169 1.28158
C -2.50378 0.95703 -1.08821
C -1.94925 1.69969 -2.30041
C -3.05750 -0.42910 -1.45468
C -2.17549 -1.54363 -2.08373
C -2.09857 -1.39227 -3.60872
C -2.85746 -2.87259 -1.76044
N -0.79336 -1.52740 -1.48231
C 0.12410 -2.55241 -2.03532
C 1.41875 -2.64308 -1.24810
N 2.20286 -1.40469 -1.18719
C 3.03500 -1.42901 0.00547
C 2.28270 -0.92777 1.23268
O 2.72136 -1.16914 2.35218
O 1.22367 -0.22417 0.99509
H 4.74370 -1.05006 -3.49272
H 4.70970 -2.11616 -2.09675
H 4.87783 -0.37098 -1.88117
H 2.51852 -1.76975 -3.20007
H 1.37108 0.16172 -3.46896
H 3.00954 0.59220 -3.84499
H 2.71077 2.87226 -3.75902
H 1.82697 3.69322 -2.48886
H 0.98105 2.59334 -3.60027
H 4.32259 1.98477 -1.89634
H 3.63036 1.14490 -0.50655
H 3.31408 2.86164 -0.76052
H 0.32214 0.92725 -1.80980
H 1.26657 0.57764 -0.50151
H 0.08501 3.17611 -1.28458
H 1.14779 2.95897 0.09449
H -1.39316 3.00653 0.49633
H -0.34401 1.92137 1.39572
H -3.46180 1.47488 1.16581
H -2.06881 1.30397 2.19949
H -3.38639 1.54619 -0.81143
H -1.09145 1.23806 -2.79310
H -1.73074 2.74366 -2.08895
H -2.73531 1.69781 -3.05591
H -3.86701 -0.24852 -2.16579
H -3.53986 -0.84489 -0.57602
H -3.10134 -1.29154 -4.02349
H -1.65058 -2.27021 -4.07285
H -1.52370 -0.51753 -3.91952
H -3.90836 -2.81195 -2.04496
H -2.80891 -3.08253 -0.69216
H -2.42705 -3.70521 -2.31505
H -0.39547 -0.64800 -1.78545
H 0.33047 -2.36128 -3.09205
H -0.36104 -3.52478 -1.97655
H 2.01608 -3.47100 -1.65726
H 1.16988 -2.92901 -0.21913
H 3.90189 -0.77921 -0.09682
H 3.43965 -2.42186 0.23389
N -2.81207 -3.16320 3.47916
C -1.80644 -2.67477 4.47225
P -0.13514 -2.92163 3.74697
O 0.25556 -4.34907 3.73584
O -0.15243 -2.12973 2.46537
C 1.04474 -2.09095 4.89071
N 2.36338 -2.71076 4.54766
H -2.74032 -4.17386 3.35315
H -2.68054 -2.67459 2.54864
H -3.76007 -2.92385 3.77499
H -1.93130 -3.22630 5.40197
H -2.00887 -1.61699 4.63921
H 0.81668 -2.29916 5.93456
H 1.11328 -1.01970 4.71695
H 3.05516 -2.59646 5.28569
H 2.70005 -2.24964 3.66917
H 2.20459 -3.71084 4.36369
*
```

Summary:
HOMO (alpha / beta) = -13.24 / -14.17 eV
⟨S²⟩ = 6.01
LUMO (alpha / beta) = -4.19 / -4.22 eV
strongest force on any atom = 0.19 eV Å⁻¹
gap between HOMO and LUMO (alpha / beta) = 0.33248 / 0.36539 Eh

=====

Record 2
ORCA calculation (ωB97M-V/def2-TZVPD) on a molecular structure, C49H41Br2N10O5PRb.

The geometry in ORCA input format:
```
! RIJCOSX wB97M-V def2-TZVPD def2/J DEFGRID3
* xyz -1 1
Rb -0.46630 0.92052 -0.92185
O -1.93612 5.40151 0.17510
C -2.05281 4.19980 -0.42533
O -2.05688 3.16673 0.17888
C -2.16406 4.29529 -1.93514
O -1.18694 3.43071 -2.44300
C -1.26869 3.16845 -3.84210
C -0.14862 2.13485 -4.15894
O 0.68684 2.47704 -5.01922
O -0.21499 1.08788 -3.46704
H -1.79657 5.22119 1.11705
H -3.16988 3.96923 -2.22621
H -2.01476 5.32521 -2.27049
H -2.24973 2.74209 -4.08912
H -1.11577 4.08449 -4.41735
N 2.26054 0.64266 1.61826
C 2.66741 -0.33935 2.47038
C 3.98862 -0.52547 2.83389
C 4.35663 -1.52642 3.75099
C 3.42527 -2.34349 4.33198
C 2.06194 -2.18858 3.98278
C 1.02266 -2.98174 4.51969
C -0.26455 -2.78860 4.10482
C -0.52818 -1.80550 3.12586
N 0.40699 -1.04664 2.61554
C 1.68131 -1.20711 3.03994
H 2.91836 1.01846 0.96018
H 1.30014 0.63300 1.29162
H 4.74694 0.12238 2.40599
H 5.40514 -1.64427 4.00027
H 3.71369 -3.11025 5.04150
H 1.26444 -3.73723 5.26082
H -1.08157 -3.37475 4.50762
H -1.53415 -1.63335 2.75067
Br 4.40085 -5.15884 -2.10492
C 3.53254 -3.56326 -1.54976
C 2.57636 -3.61313 -0.55885
C 1.98243 -2.40641 -0.21147
N 2.29647 -1.24191 -0.76861
C 3.20814 -1.21391 -1.73620
C 3.86086 -2.36932 -2.16025
C 3.44460 0.11231 -2.38086
C 4.35764 0.27729 -3.41561
C 4.41060 1.50712 -4.04434
Br 5.64061 1.76293 -5.46839
C 3.57418 2.53163 -3.66813
C 2.73512 2.27573 -2.59195
N 2.68636 1.11923 -1.94826
H 2.29442 -4.54138 -0.08196
H 1.20450 -2.38169 0.54588
H 4.58968 -2.35109 -2.95714
H 5.00323 -0.52166 -3.74740
H 3.54810 3.47439 -4.19290
H 2.04791 3.04243 -2.25207
C -4.69767 -6.36791 -0.52439
C -4.20555 -5.86737 0.67442
C -3.41164 -4.72920 0.67601
C -3.10391 -4.05697 -0.50840
C -3.58796 -4.58269 -1.70627
C -4.37956 -5.72578 -1.71322
P -2.14742 -2.47590 -0.33563
C -1.76382 -2.16489 -2.10914
C -0.68985 -2.86892 -2.65915
C -0.37081 -2.74009 -4.00251
C -1.11950 -1.89591 -4.81246
C -2.18175 -1.18753 -4.27362
C -2.50214 -1.31336 -2.92662
C -3.53657 -1.31898 -0.00808
C -4.87886 -1.64014 -0.26295
C -5.86960 -0.71419 0.02492
C -5.51652 0.52141 0.55783
C -4.17745 0.82619 0.78718
C -3.12770 -0.07910 0.52717
H -5.32679 -7.25063 -0.53052
H -4.44145 -6.36705 1.60726
H -3.02619 -4.33980 1.61461
H -3.35111 -4.09196 -2.64278
H -4.75894 -6.11196 -2.65302
H -0.11253 -3.53344 -2.02306
H 0.46376 -3.29332 -4.41894
H -0.85988 -1.77312 -5.85741
H -2.75919 -0.52134 -4.90319
H -3.33139 -0.75388 -2.51077
H -5.16035 -2.60343 -0.67595
H -6.90998 -0.95474 -0.16583
H -6.29504 1.24276 0.79679
H -3.94903 1.81048 1.19385
N -1.77554 1.21151 3.16877
C -0.64849 1.84844 3.49706
N -0.21545 1.76530 4.76706
C 0.86890 2.48287 5.01874
N 1.36354 2.43941 6.28859
N 1.52546 3.26363 4.14660
C 1.01155 3.24473 2.91777
N -0.03569 2.55510 2.52869
C 1.69257 4.09984 1.89278
C 2.77877 4.89269 2.24938
C 3.37595 5.68199 1.28130
C 2.86360 5.67015 -0.00587
C 1.77300 4.85332 -0.26482
N 1.20424 4.07672 0.65227
H -2.12092 0.54503 3.83602
H -1.95398 1.01636 2.17745
H 1.05102 1.68478 6.87259
H 2.29630 2.78855 6.41310
H 3.12901 4.87286 3.27151
H 4.22888 6.30231 1.52641
H 3.29794 6.27536 -0.79148
H 1.32476 4.82262 -1.25489
*
```

Summary:
HOMO = -4.00 eV
energy above the lowest of the compared OMol25 structures with the same formula, charge and spin = 18.7 kJ/mol
LUMO = 1.97 eV
strongest force on any atom = 0.92 eV Å⁻¹
gap between HOMO and LUMO = 0.21950 Eh